Entry 1:
C16H55BF4N4O9 | the ωB97M-V functional and the def2-TZVPD basis

Each line ends with the Mulliken charge.
CARTESIAN COORDINATES (ANGSTROEM)
F -0.1017 -1.1739 1.2294  -0.496
F -1.5127 -0.8790 -0.5765  -0.422
F -0.1862 0.8744 0.1899  -0.525
F -1.9706 0.1351 1.4622  0.001
O -3.3687 -1.6081 3.0609  -0.689
O 1.8416 2.4951 1.5473  -0.670
O 4.1762 -3.9369 -3.2398  -0.294
O 2.1532 1.3861 -4.7569  -0.326
O -3.0947 -3.2372 -0.2185  -0.687
O -4.6702 4.3472 -2.5600  -0.344
O 2.6096 -0.7610 0.7378  -0.352
O 1.5762 -0.8126 7.2342  -0.343
O -2.7992 2.4388 2.8461  -0.743
N 2.8507 -2.2293 -1.5049  -0.661
N 2.1583 0.8190 5.0511  -0.631
N 1.4007 0.2858 -2.0820  -0.416
N -4.5839 4.2004 1.0746  -0.759
C 0.7679 0.5587 5.4707  0.373
C 3.1993 1.5419 -5.6891  -0.802
C 1.6890 -2.0775 7.8239  -0.752
C -5.0990 3.9040 -1.2678  -0.768
C -0.3296 0.8964 -3.6889  -1.534
C -0.1856 0.6666 4.2954  -0.933
C -2.7640 3.4243 -0.3750  -1.298
C -4.0133 4.2959 -0.3036  0.791
C 0.6683 -0.8103 6.1288  -0.857
C -5.1315 3.5622 -3.6634  -0.666
C 1.0442 -3.8012 -1.0449  -1.234
C 2.8140 -4.2079 -2.9562  -0.742
C 4.9778 -5.0916 -3.3686  -0.795
C 1.9313 0.0491 -4.4448  -0.969
C 2.4776 -3.6709 -1.5730  0.434
C 0.8135 -0.0949 -3.4263  0.524
B -0.9518 -0.2456 0.5479  0.610
H 4.7034 -5.7022 -4.2337  0.323
H 3.1743 -4.1857 -0.8965  0.251
H -3.0250 2.4048 -0.1177  0.069
H -3.5321 2.8128 2.3097  0.340
H -5.3403 2.8379 -1.2861  0.351
H 2.5563 -5.2621 -3.0955  0.476
H 0.0190 1.9211 -3.6404  0.312
H 0.7786 -4.8499 -0.9468  0.466
H 1.6284 -0.5372 0.8521  0.310
H 2.2895 1.8238 5.1441  0.243
H 4.0370 2.1383 -5.3286  0.270
H 3.7556 -2.1413 -1.9629  0.363
H 2.1643 -2.8480 7.2050  0.295
H 0.5097 -1.1310 -3.2725  0.271
H -2.6674 -3.8154 0.4222  0.317
H 3.6716 0.5896 -5.9620  0.342
H -6.0261 4.4462 -1.0299  0.333
H 1.0410 -3.2830 -0.0913  0.263
H -2.6857 1.5183 2.5412  0.314
H -0.1490 -0.2122 3.6436  0.037
H -2.6158 -2.3926 -0.1433  0.356
H 0.9937 2.0279 1.4831  0.309
H 2.0384 2.5162 2.4930  0.335
H -3.9836 4.6543 1.7619  0.295
H 2.7393 0.4039 5.7793  0.276
H -3.6782 5.3316 -0.4113  0.252
H -5.3851 2.5517 -3.3353  0.324
H 2.1903 -3.6815 -3.6975  0.211
H -4.2842 3.5411 -4.3432  0.229
H 0.3522 -3.3106 -1.7292  0.236
H -2.4515 3.4365 -1.4238  0.396
H 3.0211 0.0919 0.4545  0.490
H 2.7353 1.9364 -6.5917  0.270
H -0.3402 -0.9677 6.5401  0.421
H -6.0272 4.0230 -4.0826  0.252
H 2.1394 -1.6591 -1.9773  0.113
H 2.2983 -2.0225 8.7254  0.255
H -1.9726 3.8698 0.2159  0.400
H -5.4612 4.6951 1.2132  0.172
H 0.4018 1.2225 6.2654  0.203
H -2.9192 -1.0051 2.4295  0.328
H -1.2228 0.6553 4.6406  0.429
H 2.8331 -0.4375 -4.0384  0.556
H 0.0126 1.5603 3.7064  0.207
H -1.1721 0.7127 -3.0212  0.423
H 0.6811 -2.4102 8.1030  0.305
H 1.8830 1.1801 -2.1207  0.287
H -4.3053 -1.3970 2.9845  0.323
H 5.0197 -5.7276 -2.4814  0.318
H 2.7571 -1.4540 -0.0396  0.461
H -0.7597 0.7599 -4.6946  0.451
H 1.7007 -0.5956 -5.3100  0.441
H 0.6252 0.4443 -1.4368  0.048
H 5.9736 -4.6902 -3.5649  0.251
H 0.8934 -1.6314 5.4330  0.413

Atoms 1-6, force components in eV/Å:
0.4 0.4 -0.4
0.4 0.5 0.4
-0.1 0.0 0.2
0.4 -0.1 -0.6
0.2 0.4 -0.3
0.0 -0.4 0.1

HOMO level = -9.272 eV
DFT total energy = -1963.25051 a.u.
LUMO energy = 0.15 eV
relative energy (zero: lowest compared OMol25 entry of this formula, charge and spin) = 0.0000 eV


Entry 2:
C2H31NO17 | the ωB97M-V functional and the def2-TZVPD basis

Each line ends with the natural charge from an NBO analysis.
CARTESIAN COORDINATES (ANGSTROEM)
O -0.5066 2.0858 0.4301  -0.806
O 0.6691 -2.6002 -0.4791  -1.016
O 0.4207 -3.2705 -3.1144  -0.985
O 1.5956 1.3986 -0.1986  -0.823
O -2.9554 1.3300 1.4552  -0.965
O 3.5946 1.3869 1.6931  -1.000
O -2.3138 -0.9409 -1.7249  -0.954
O -0.0493 -0.1608 0.1888  -0.775
O -0.7099 -3.0996 1.9263  -1.013
O 0.5501 -0.6009 -4.3975  -0.960
O 3.0751 -1.4134 -0.1933  -0.957
O -1.2324 -0.2831 3.4538  -0.951
O -1.4852 1.5421 -1.8612  -1.028
O 0.9216 1.6922 -3.0049  -0.978
O 0.4146 4.5299 0.1463  -0.976
O -3.3777 -1.3008 0.9220  -1.004
O 1.0774 -1.0557 2.3235  -0.692
N 0.9854 1.1868 1.8544  -0.655
C 1.4127 0.0915 2.5923  0.588
C 0.4134 1.0165 0.5410  0.912
H 0.2010 -3.0985 -2.1899  0.500
H 0.4151 -3.2547 0.1886  0.520
H 1.0361 -0.8982 -3.6084  0.480
H -3.0453 -0.4256 1.1745  0.494
H 1.2387 0.9581 -2.4526  0.479
H 1.5942 -2.2771 -0.3641  0.516
H -0.1917 -1.2143 -4.4241  0.487
H -0.3227 5.1382 0.2286  0.465
H 2.8148 -0.4931 -0.2754  0.503
H -1.3356 -0.7817 4.2762  0.468
H -2.1348 -0.1781 3.1247  0.487
H 0.7473 1.3212 -3.8813  0.512
H -0.8721 2.2131 -0.5415  0.529
H -2.7052 -1.9779 0.8601  0.486
H -1.6066 -1.4639 -1.3474  0.492
H -0.8773 1.8433 -2.5771  0.514
H 1.9525 0.3946 3.4988  0.149
H 2.9285 1.6109 1.0215  0.501
H 3.2269 -1.6775 0.7170  0.498
H -2.9646 -0.6966 -1.0619  0.509
H -2.3529 1.6455 0.7217  0.508
H 0.3398 -1.0896 0.3659  0.561
H -1.3635 -3.4109 2.5575  0.484
H -1.5910 0.5375 -1.8266  0.517
H 1.2063 2.1390 2.1386  0.427
H -0.0112 3.6679 0.3432  0.479
H -0.2988 -2.2571 2.1960  0.522
H 1.4230 2.1715 -0.7931  0.520
H 4.2112 2.1097 1.9009  0.484
H -3.8405 1.4833 1.1085  0.478
H -0.3212 -3.5732 -3.6319  0.470

Atoms 1-6, force components in eV/Å:
-0.6 -0.6 -1.0
-0.5 0.2 0.1
0.7 0.3 -0.5
0.2 0.5 -2.5
0.4 0.4 -1.2
0.9 0.0 0.5

HOMO level = -10.185 eV
DFT total energy = -1428.66622 a.u.
LUMO energy = 0.19 eV
relative energy (zero: lowest compared OMol25 entry of this formula, charge and spin) = 2.5229 eV


Entry 3:
CH3NOS2 | the ωB97M-V functional and the def2-TZVPD basis

Each line ends with the natural charge from an NBO analysis.
CARTESIAN COORDINATES (ANGSTROEM)
S 0.0841 0.2558 -1.1266  0.622
S 1.0171 -1.4225 -1.6128  -0.458
O 2.1554 0.8259 0.3370  -0.187
N 1.0630 1.2030 0.1205  0.048
C -0.9779 -0.1865 0.3350  -0.787
H -0.3240 -0.8720 0.9668  0.255
H -2.0175 -0.4928 -0.0580  0.264
H -1.0002 0.6891 1.0382  0.243

Atoms 1-6, force components in eV/Å:
-0.3 -1.9 0.1
-0.4 1.1 0.2
-1.2 0.1 -0.6
1.8 0.6 1.0
0.1 0.3 0.7
-1.3 0.0 -1.3

HOMO level = -8.696 eV
DFT total energy = -966.15128 a.u.
LUMO energy = -1.01 eV
relative energy (zero: lowest compared OMol25 entry of this formula, charge and spin) = 2.6536 eV


Entry 4:
C9H10OSe | the ωB97M-V functional and the def2-TZVPD basis

Each line ends with the natural charge from an NBO analysis.
CARTESIAN COORDINATES (ANGSTROEM)
Se 1.0582 -0.4484 -1.7446  0.345
O 0.9588 -2.6496 -0.0663  -0.721
C -2.1799 -1.9807 -0.7075  -0.220
C 0.1702 1.4042 1.9769  -0.203
C 1.7737 2.7091 0.7615  -0.196
C -2.6570 -1.2517 -1.6917  -0.502
C 0.9521 0.6496 -0.1368  -0.169
C 0.9051 2.5344 1.8678  -0.208
C 0.0671 0.4820 0.9192  -0.232
C 0.3315 -2.1500 -1.1389  -0.014
C 1.9029 1.6991 -0.1653  -0.241
H 0.7252 3.3782 2.5819  0.216
H 0.0586 -2.8357 -1.8863  0.175
H -0.4505 1.2442 2.7383  0.204
H -1.8921 -1.0081 -2.4124  0.213
H -2.6234 -2.6308 0.0166  0.172
H 2.4947 1.9006 -0.9680  0.211
H -0.6919 -0.3889 0.8665  0.249
H 2.2132 3.6850 0.4925  0.216
H -3.6800 -0.9258 -1.7117  0.205
H 0.5634 -3.4165 0.4084  0.500

Atoms 1-6, force components in eV/Å:
-0.9 -0.9 0.6
0.6 -0.5 1.4
2.1 -0.2 -1.1
0.6 -1.0 -3.2
-0.6 0.6 0.4
0.8 -0.6 1.1

HOMO level (spin up / spin down) = -7.429 / -7.985 eV
DFT total energy = -2825.40182 a.u.
LUMO energy (spin up / spin down) = 0.39 / 0.46 eV
relative energy (zero: lowest compared OMol25 entry of this formula, charge and spin) = 4.5403 eV


Entry 5:
C13H18OP | the ωB97M-V functional and the def2-TZVPD basis

Each line ends with the natural charge from an NBO analysis.
CARTESIAN COORDINATES (ANGSTROEM)
P 0.7894 -0.2109 1.0468  1.747
O 1.6281 0.1899 2.3101  -1.006
C -3.0870 0.5448 -0.0234  -0.418
C 3.6994 0.8920 -1.5831  -0.279
C -1.4444 1.0710 2.1658  -0.117
C -1.8675 -0.3876 0.3015  -0.428
C 2.8907 0.5453 -0.4067  -0.096
C 3.1812 0.7123 -2.7860  -0.068
C 0.5256 -2.5658 1.2976  -0.674
C -3.6249 1.1084 1.2904  -0.078
C 1.8283 0.0494 -2.9401  -0.460
C 0.9932 0.2844 -1.7885  -0.405
C -0.9625 0.3505 1.1535  -0.393
C -2.8122 1.3385 2.2976  -0.287
C 1.5948 0.2594 -0.4774  -0.443
H -2.2887 -1.3012 0.8705  0.217
H -4.6790 1.2943 1.3221  0.227
H 0.5476 1.3471 -1.8024  0.226
H 1.7956 -0.1684 3.1841  0.567
H 0.3668 -2.8655 0.3183  0.206
H 1.2089 0.3095 -3.8050  0.244
H -3.0192 1.6135 3.3828  0.241
H -3.7285 -0.0629 -0.4357  0.220
H -1.4184 -0.8124 -0.4562  0.206
H 1.4521 -2.9215 1.7495  0.231
H -0.7144 1.4617 2.9541  0.226
H -2.8950 1.3821 -0.7070  0.228
H 3.7023 1.0993 -3.6417  0.225
H 4.6451 1.3258 -1.5360  0.234
H -0.4420 -2.5519 1.9090  0.231
H 2.0065 -0.9823 -3.0206  0.224
H 0.1212 -0.3948 -1.8051  0.220
H 3.4403 0.6854 0.5516  0.232

Atoms 1-6, force components in eV/Å:
-2.0 -3.4 0.8
0.5 1.4 -0.8
3.7 2.2 2.7
-1.8 -0.5 0.0
3.7 0.6 0.9
-4.3 1.1 3.4

HOMO level = -12.040 eV
net charge = +1
DFT total energy = -922.37289 a.u.
LUMO energy = -3.85 eV
relative energy (zero: lowest compared OMol25 entry of this formula, charge and spin) = 0.0000 eV


Entry 6:
C6H13NO2 | the ωB97M-V functional and the def2-TZVPD basis

Each line ends with the natural charge from an NBO analysis.
CARTESIAN COORDINATES (ANGSTROEM)
O 0.7684 -0.6908 -1.9569  -0.567
O 0.5500 -2.3396 -0.5376  -0.671
N -1.8350 -1.2482 0.5114  -0.851
C 0.0797 1.9342 -0.1526  -0.404
C -0.3312 0.6741 0.6023  -0.219
C 0.7534 0.1008 1.4412  -0.625
C 0.7605 2.9269 0.7567  -0.611
C 0.1594 -1.1321 -1.0304  0.765
C -0.9329 -0.3941 -0.2703  -0.167
H 0.7202 1.6489 -1.0301  0.227
H 1.6961 -0.0136 0.8807  0.219
H 0.9806 3.8940 0.1567  0.217
H -1.1457 0.9643 1.3409  0.209
H -1.5808 -1.4047 1.4546  0.363
H -1.6317 0.0792 -0.9970  0.228
H 0.1340 3.1541 1.6015  0.204
H 1.7510 2.5072 1.0292  0.210
H -2.1437 -2.1436 0.0844  0.374
H 0.4787 -0.9003 1.8982  0.195
H -0.0481 -2.4985 0.2172  0.476
H -0.8198 2.3104 -0.6379  0.204
H 0.9738 0.7239 2.2965  0.223

Atoms 1-6, force components in eV/Å:
-0.2 0.6 -0.5
-1.0 0.3 0.5
-0.4 -1.0 -1.0
0.1 -0.9 -1.2
-1.3 0.8 1.2
1.1 -1.4 1.1

HOMO level = -9.692 eV
DFT total energy = -441.65585 a.u.
SMILES string = CC[C@H](C)[C@H](N)C(=O)O
LUMO energy = 0.65 eV
relative energy (zero: lowest compared OMol25 entry of this formula, charge and spin) = 0.6574 eV


Entry 7:
C33H28As2NO4W | the ωB97M-V functional and the def2-TZVPD basis

Each line ends with the Mulliken charge.
CARTESIAN COORDINATES (ANGSTROEM)
W -1.5230 0.7722 -1.2221  1.810
As -3.0145 -1.3847 -1.4417  0.317
As -0.0303 -0.7451 -2.6986  0.929
O 4.5889 3.5602 3.0200  -0.565
O 3.6185 2.0695 4.2557  -0.567
O 0.0495 1.8829 -0.8404  -0.184
O -1.1142 0.1479 0.6826  -0.647
N 3.7280 2.7490 3.2618  1.027
C 0.8054 1.3735 1.3621  1.057
C 0.8772 1.2402 -4.5260  -0.729
C -6.5073 -3.1938 -0.1766  -0.751
C -0.2219 0.4498 1.5460  -0.076
C -2.3317 -2.5500 -2.8561  -0.814
C -2.7437 0.7455 -3.2777  -0.525
C 0.3287 -0.0415 -4.4342  0.660
C 0.9083 2.0962 0.1444  0.205
C 1.5564 -1.6216 -0.4890  -0.674
C 0.9004 1.0252 -6.9211  -0.730
C 2.8259 3.2436 0.9949  -0.438
C -4.2054 -2.1611 1.0264  -0.072
C -6.3434 -3.2434 1.2039  -0.529
C 0.3507 -0.2447 -6.8251  -0.748
C 3.9578 -0.6246 -1.4845  -0.860
C 0.0642 -0.7879 -5.5785  -0.523
C -3.3071 2.4384 -1.1003  -0.562
C 2.7308 -1.8101 0.2217  -0.918
C 2.7888 -0.4307 -2.2090  -0.282
C -5.5247 -2.6308 -0.9739  -0.514
C -2.4162 2.8401 -2.1130  -0.627
C 2.7245 2.5137 2.1897  -0.471
C 1.7413 1.5998 2.4006  -0.893
C -5.2013 -2.7309 1.8053  -0.785
C -3.5441 0.2865 -2.2173  0.729
C -2.1369 2.0196 -3.2190  -0.377
C -4.3847 -2.1168 -0.3550  0.271
C 1.1669 1.7673 -5.7739  -0.718
C 1.5951 -0.9382 -1.7056  0.737
C 1.9223 3.0405 -0.0237  -0.825
C -0.8082 -2.5357 -2.8270  -1.092
C 3.9287 -1.3072 -0.2758  -0.648
C -3.8687 1.1507 -1.1188  -0.782
H -0.4303 -3.0550 -1.9439  0.563
H 1.9894 3.5957 -0.9490  0.554
H -5.6553 -2.5942 -2.0489  0.437
H 0.6280 -2.0377 -0.1095  0.330
H -7.1160 -3.6892 1.8159  0.427
H -2.7442 -2.2168 -3.8093  0.448
H -0.3759 -3.0339 -3.6951  0.687
H 1.6071 2.7520 -5.8569  0.468
H 3.6283 3.9639 0.8973  0.576
H -2.4698 0.0807 -4.0890  0.755
H 0.1524 -0.8209 -7.7186  0.460
H -3.5009 3.0904 -0.2556  0.501
H -1.9138 3.7944 -2.0156  0.486
H -3.3092 -1.7655 1.4880  0.375
H 1.6910 1.0643 3.3407  0.631
H -0.3457 -1.7888 -5.5231  0.306
H 2.8239 0.0781 -3.1633  0.486
H -7.4022 -3.5946 -0.6330  0.440
H 1.0920 1.8149 -3.6305  0.549
H -0.3021 -0.0732 2.4999  0.527
H -4.4941 0.7835 -0.3138  0.544
H 2.7207 -2.3640 1.1513  0.491
H 4.8468 -1.4652 0.2746  0.481
H -1.4713 2.3398 -4.0078  0.653
H 4.8963 -0.2576 -1.8779  0.488
H 1.1295 1.4399 -7.8936  0.452
H -5.0848 -2.7794 2.8792  0.447
H -2.7234 -3.5481 -2.6580  0.625

Atoms 1-6, force components in eV/Å:
-0.8 0.7 1.1
-0.1 -0.2 -0.1
0.0 0.0 -0.4
-0.1 0.0 0.0
-0.1 0.1 0.0
-0.1 -0.1 0.0

HOMO level = -17.420 eV
net charge = +3
DFT total energy = -6167.56261 a.u.
LUMO energy = -11.09 eV
relative energy (zero: lowest compared OMol25 entry of this formula, charge and spin) = 0.0000 eV


Entry 8:
C4H10ClPS | the ωB97M-V functional and the def2-TZVPD basis

Each line ends with the Löwdin spin population.
CARTESIAN COORDINATES (ANGSTROEM)
Cl 1.1587 -0.4861 -2.1992  0.401
S 0.3936 1.5717 0.2197  0.283
P 0.1366 -0.4204 -0.3947  1.006
C 1.5467 0.5088 2.4750  0.023
C -1.9826 -1.4824 -1.9235  0.013
C 1.9053 1.2172 1.2342  0.036
C -1.6859 -0.1907 -1.1633  0.167
H 2.6958 0.7866 0.5834  0.004
H 0.7802 -0.1756 2.2647  0.022
H 1.3818 0.9745 3.4084  0.001
H -2.2923 0.0046 -0.2598  0.012
H -2.1327 -2.2751 -1.2242  0.007
H -2.9229 -1.4920 -2.3729  0.002
H 2.4422 2.1724 1.3297  0.002
H -1.2026 -1.6836 -2.7001  0.002
H 2.4281 -0.0651 2.8069  0.002
H -1.5608 0.6321 -1.9014  0.017

Atoms 1-6, force components in eV/Å:
1.3 -0.8 -2.6
0.5 -0.4 1.2
-2.5 1.7 1.4
2.5 -1.5 0.7
1.1 0.4 0.3
1.0 2.2 -1.9

HOMO level (spin up / spin down) = -4.674 / -9.267 eV
<S²> = 2.01
DFT total energy = -1357.98332 a.u.
LUMO energy (spin up / spin down) = 0.77 / -3.06 eV
2S+1 = 3